{"formula": "C48H92N14O11", "method": "the ωB97M-V functional and the def2-TZVPD basis", "elements": ["C", "C", "O", "N", "C", "H", "H", "H", "H", "H", "H", "H", "C", "C", "O", "N", "C", "H", "H", "H", "H", "H", "H", "H", "C", "C", "O", "N", "C", "H", "H", "H", "H", "H", "H", "H", "C", "C", "O", "N", "C", "H", "H", "H", "H", "H", "H", "H", "C", "C", "O", "N", "C", "H", "H", "H", "H", "H", "H", "H", "C", "C", "O", "N", "C", "H", "H", "H", "H", "H", "H", "H", "C", "C", "O", "N", "C", "H", "H", "H", "H", "H", "H", "H", "C", "C", "O", "N", "C", "H", "H", "H", "H", "H", "H", "H", "C", "C", "O", "N", "C", "H", "H", "H", "H", "H", "H", "H", "C", "C", "O", "N", "C", "H", "H", "H", "H", "H", "H", "H", "C", "C", "O", "N", "C", "H", "H", "H", "H", "H", "H", "H", "N", "C", "C", "C", "C", "C", "H", "H", "H", "H", "H", "N", "C", "C", "C", "C", "C", "H", "H", "H", "H", "H", "N", "C", "C", "C", "C", "C", "H", "H", "H", "H", "H"], "positions_angstrom": [[-0.811563, -2.129180, -4.418017], [-1.525983, -2.826390, -5.641607], [-0.823173, -2.848960, -6.643707], [-2.720443, -3.464750, -5.447807], [-3.327803, -4.252520, -6.448247], [-0.870613, -2.723530, -3.506237], [-1.283533, -1.147490, -4.377707], [0.255387, -1.994750, -4.595887], [-2.945083, -3.700100, -4.491647], [-3.068663, -5.306410, -6.346907], [-3.197923, -3.961170, -7.490537], [-4.409823, -4.281030, -6.319757], [5.005167, -3.624740, -2.500217], [4.736447, -2.319710, -1.717807], [5.674067, -1.807920, -1.058247], [3.519437, -1.822030, -1.652307], [2.305737, -2.157140, -2.434337], [4.445377, -3.680020, -3.433857], [4.826087, -4.500270, -1.876127], [6.043497, -3.692240, -2.824907], [3.424897, -1.058370, -0.998097], [2.534907, -2.353520, -3.481717], [1.651877, -1.285050, -2.438957], [1.783677, -2.993040, -1.968677], [3.168587, 1.829750, 6.726713], [3.446527, 2.490830, 5.419483], [3.597217, 3.698410, 5.389433], [3.394507, 1.705200, 4.352713], [3.567857, 2.119390, 3.035613], [2.112457, 1.657230, 6.933903], [3.633997, 2.310340, 7.587253], [3.492817, 0.789560, 6.695563], [3.289127, 0.703280, 4.424613], [2.726097, 1.814590, 2.413803], [4.474577, 1.728750, 2.573713], [3.751877, 3.176170, 2.842103], [0.110127, -4.612120, 3.684763], [0.320837, -4.503220, 2.175353], [-0.617353, -4.082750, 1.538673], [1.540877, -4.683340, 1.659063], [1.833167, -4.573480, 0.257523], [-0.767233, -5.255190, 3.754073], [-0.104273, -3.600090, 4.028183], [1.004067, -5.005530, 4.168693], [2.339807, -4.737150, 2.274633], [2.022547, -3.505400, 0.150593], [1.073267, -4.894150, -0.455097], [2.796097, -5.007350, -0.011967], [3.247827, -3.143310, 5.447233], [3.553377, -2.129620, 4.325763], [3.134287, -0.968450, 4.439583], [4.305537, -2.521330, 3.316413], [4.659537, -1.724710, 2.142633], [3.376437, -2.735210, 6.449733], [3.808747, -4.076670, 5.495213], [2.182327, -3.321300, 5.592593], [4.588497, -3.487590, 3.236543], [5.682467, -1.348800, 2.122473], [3.910157, -0.947030, 1.995163], [4.634987, -2.357150, 1.255213], [-3.292853, 2.167450, -5.349717], [-3.165973, 1.906210, -3.820647], [-3.221543, 0.769470, -3.382417], [-3.191613, 2.984680, -3.088327], [-3.174663, 3.049720, -1.628237], [-3.228773, 3.238930, -5.539237], [-4.278593, 1.794670, -5.627997], [-2.622133, 1.490090, -5.878337], [-3.320433, 3.855910, -3.582767], [-4.174503, 2.831490, -1.253027], [-3.040643, 4.071240, -1.272397], [-2.480403, 2.388960, -1.109097], [-2.249573, 2.447420, 2.578213], [-3.553243, 2.910190, 2.005483], [-3.631573, 4.000470, 1.486173], [-4.662033, 2.106960, 2.167473], [-5.999403, 2.369840, 1.686143], [-2.400583, 1.922670, 3.521573], [-1.746393, 3.403640, 2.721513], [-1.684013, 1.851620, 1.861773], [-4.537363, 1.290730, 2.749133], [-6.723163, 2.151030, 2.471253], [-6.352493, 1.730730, 0.876843], [-6.185543, 3.376900, 1.312933], [-2.456003, -1.751510, -1.132467], [-3.280523, -0.836930, -0.295327], [-2.722473, -0.047350, 0.498253], [-4.618043, -0.930090, -0.371557], [-5.360033, -1.834240, -1.230197], [-2.761243, -1.760830, -2.178807], [-2.499543, -2.791030, -0.807517], [-1.427413, -1.390810, -1.129497], [-5.138603, -0.224050, 0.129073], [-6.421343, -1.691110, -1.027097], [-5.054323, -2.868680, -1.073427], [-5.201263, -1.530490, -2.264907], [-1.829133, 2.196260, 6.330423], [-0.838553, 1.211290, 5.657713], [-0.144613, 1.449000, 4.659003], [-0.822073, 0.086150, 6.354753], [-0.021593, -0.998650, 5.975463], [-2.830933, 1.829960, 6.106103], [-1.783923, 3.115660, 5.746683], [-1.728553, 2.296730, 7.411103], [-1.363753, 0.141960, 7.205383], [0.899177, -1.093760, 6.550993], [0.177467, -1.053920, 4.905223], [-0.584153, -1.864120, 6.325603], [3.734387, 3.220630, -6.458067], [3.908267, 2.915970, -4.987387], [3.984017, 3.802680, -4.145717], [3.870107, 1.612520, -4.696327], [4.001847, 1.048090, -3.335887], [3.132677, 2.444630, -6.931197], [4.722267, 3.496950, -6.826627], [3.134837, 4.119610, -6.601127], [3.823367, 0.977650, -5.480457], [3.032907, 0.796510, -2.904667], [4.397417, 1.845280, -2.706517], [4.678437, 0.199070, -3.238417], [0.665517, -0.510450, 1.771413], [1.085207, 0.182870, 0.428813], [2.243067, 0.433450, 0.130643], [0.054957, 0.581330, -0.293117], [0.125557, 1.278010, -1.570397], [-0.276993, -0.117800, 2.152993], [1.383897, -0.339890, 2.573243], [0.584257, -1.569280, 1.525713], [-0.895023, 0.480270, 0.034663], [-0.458823, 0.731570, -2.310667], [1.137197, 1.492060, -1.915167], [-0.443393, 2.201000, -1.458617], [-0.196153, 3.098390, -7.283647], [-0.162443, 1.773380, -7.566587], [0.211317, 0.817260, -6.647287], [0.523767, 1.250930, -5.353907], [0.390107, 2.577120, -4.970637], [0.084107, 3.508640, -5.993527], [-0.514323, 1.443360, -8.532847], [0.265767, -0.247400, -6.820337], [0.800697, 0.567890, -4.564497], [0.613217, 2.926130, -3.973227], [-0.020813, 4.569550, -5.820757], [-3.784843, -0.310050, 4.398473], [-4.478123, -1.204650, 5.134413], [-4.216813, -2.589260, 5.128783], [-3.199883, -3.086330, 4.341403], [-2.575763, -2.193750, 3.498383], [-2.874563, -0.869310, 3.537433], [-5.183603, -0.891970, 5.890013], [-4.759333, -3.251470, 5.787233], [-2.966653, -4.140120, 4.380723], [-1.837583, -2.461370, 2.756843], [-2.534533, -0.171520, 2.786513], [1.211017, 4.906620, -1.820207], [2.204727, 4.216330, -1.220887], [2.096787, 3.678060, 0.061473], [0.831587, 3.769440, 0.664133], [-0.208033, 4.532030, 0.072403], [0.049587, 5.049380, -1.156597], [3.151887, 4.233670, -1.739517], [2.919317, 3.086720, 0.435863], [0.635977, 3.267180, 1.600013], [-1.201513, 4.684540, 0.467533], [-0.685563, 5.495090, -1.810267]], "forces_ev_per_a": [[-1.236, -0.469, -0.713], [3.088, -0.267, 1.154], [-1.582, -0.108, -0.599], [1.101, 1.344, 0.421], [-1.480, -1.585, -0.843], [-0.512, 0.289, 0.221], [-0.006, 0.100, 0.763], [-0.231, -0.143, -0.577], [-0.047, 0.328, -0.149], [0.465, -0.138, -0.225], [0.620, 0.387, 0.376], [-0.161, 0.369, 0.200], [0.024, 0.724, -0.469], [3.223, -0.848, 0.860], [-1.433, -0.755, -0.956], [-2.075, 0.408, -0.511], [0.828, 0.236, 0.443], [-0.412, -0.182, 0.190], [-0.300, 0.085, 0.013], [0.077, 0.357, 0.403], [-0.112, 0.380, 0.096], [0.131, -0.238, 0.113], [0.006, 0.016, 0.233], [-0.118, -0.041, -0.288], [0.029, -1.688, 0.791], [-0.820, 0.879, 0.854], [0.420, 0.696, -0.363], [0.215, -0.737, 0.412], [0.577, 0.964, -2.463], [-0.298, 0.711, -0.229], [-0.054, 0.217, -0.318], [0.498, -0.156, 0.031], [-0.063, 0.201, 0.517], [-0.047, -0.039, -0.092], [0.124, -0.714, 0.011], [-0.573, 0.277, 0.853], [0.802, -0.290, -1.054], [-0.147, 1.321, 1.479], [-0.910, -0.212, -1.446], [0.619, -1.567, 0.375], [0.827, 1.655, -0.391], [0.156, 0.033, 0.553], [-0.101, -0.136, 0.165], [-0.292, -0.161, 0.340], [-0.348, -0.233, 0.016], [-0.218, 0.255, -0.888], [-0.186, -0.108, 0.579], [-0.148, -0.506, 0.310], [-0.220, 0.145, 0.671], [-0.809, 1.005, 1.997], [0.048, -1.537, -0.196], [0.965, -1.016, -1.415], [-0.415, -0.044, -0.540], [0.790, 0.773, -0.204], [-0.070, -0.061, -0.619], [-0.232, -0.309, -0.974], [-0.084, 0.134, 0.505], [-0.132, 0.291, 0.575], [0.291, 0.187, 0.089], [-0.224, -0.174, 0.035], [-0.262, -0.588, 1.342], [-1.080, -1.296, -2.406], [0.578, -0.787, 0.546], [0.655, 2.314, 1.462], [-1.126, 0.208, 0.323], [0.341, -0.280, -0.589], [-0.210, 0.227, 0.068], [0.423, 0.597, -0.066], [0.259, -0.120, 0.246], [-0.087, -0.422, 0.095], [0.462, -0.011, -0.347], [0.053, -0.018, -0.493], [-0.300, 0.437, 0.123], [-1.232, -0.601, 0.208], [-0.194, 0.814, -0.929], [0.601, -0.024, -0.097], [-0.631, -0.027, 0.121], [0.253, -0.029, -0.164], [0.424, -0.339, 0.329], [-0.096, -0.097, 0.097], [0.003, -0.013, -0.034], [0.046, 0.287, 0.278], [0.518, -0.376, -0.388], [0.564, 0.122, 0.374], [0.317, -0.232, -0.880], [0.611, 0.652, 1.097], [-0.692, -0.471, -0.913], [-0.100, 0.153, 0.309], [0.148, 0.623, -0.281], [-0.280, 0.230, -0.028], [0.061, 0.025, 0.365], [-0.052, -0.203, 0.237], [0.205, -0.059, 0.100], [0.100, -0.284, 0.115], [-0.174, 0.024, -0.020], [0.009, -0.291, -0.210], [-0.034, 0.042, -1.883], [0.312, 2.215, -0.302], [-1.141, -0.485, 1.166], [-0.256, 0.698, 0.169], [0.228, -2.252, 0.979], [-0.164, -0.275, 0.171], [0.274, 0.324, 0.627], [0.291, 0.197, -0.196], [0.259, -0.729, -0.158], [0.445, 0.491, -0.265], [-0.102, 0.263, 0.166], [-0.015, -0.579, -0.541], [-0.371, 0.658, 0.393], [-0.872, 1.511, 0.285], [0.287, -0.405, -0.116], [0.414, -2.013, 0.693], [-0.033, 1.092, -0.171], [0.744, -0.254, -0.499], [-0.063, -0.628, -0.609], [0.031, 0.115, 0.456], [-0.041, 0.074, 0.249], [-0.108, -0.160, -0.143], [0.037, -0.003, -0.029], [-0.049, 0.027, -0.473], [0.454, 0.492, -0.934], [-0.318, 0.296, 2.243], [0.898, -0.665, -0.360], [-0.729, 0.413, -1.328], [-0.598, 0.146, 0.109], [-0.155, -0.147, -0.272], [0.297, -0.081, -0.286], [-0.153, -0.195, 0.310], [-0.136, -0.439, 0.440], [0.231, -0.337, -0.271], [-0.097, -0.142, 0.290], [0.439, 0.342, -0.057], [0.201, -0.141, 1.440], [-0.147, 0.924, 0.584], [0.478, 0.120, 1.418], [-0.388, 0.228, 0.357], [0.171, 0.994, -1.556], [-0.530, -2.062, -1.390], [0.146, 0.322, -0.335], [-0.152, -0.051, -0.509], [0.091, -0.407, -0.115], [-0.027, 0.005, 0.133], [0.171, 0.068, 0.094], [-0.352, -1.519, -0.203], [1.229, -0.508, 0.077], [0.117, 0.557, 0.147], [-0.535, -0.004, 0.170], [1.029, -0.337, -0.769], [-1.918, 1.773, 0.775], [-0.237, 0.667, -0.234], [-0.173, 0.077, 0.058], [0.147, -0.050, -0.192], [0.065, -0.510, 0.011], [0.578, -0.139, 0.099], [0.549, -0.696, 0.463], [-0.509, 1.450, 0.249], [-1.416, -0.166, -0.733], [-0.095, 0.537, 0.068], [0.830, -0.925, 0.668], [1.001, -0.128, -2.014], [0.050, -0.321, -0.289], [-0.147, 0.036, 0.338], [0.092, 0.007, 0.248], [0.021, -0.303, 0.523], [-0.495, 0.444, 0.452]], "max_force_ev_per_a": 3.44, "e_tot_ha": -3478.52587, "total_charge": 0, "homo_lumo_gap_ev": 8.256}